1.
Computed, not measured: a gas-phase ion, C4H10NOS2 (charge +1) at a distorted geometry, with the ωB97M-V functional and the def2-TZVPD basis.

Last column: Mulliken charge in e.
Geometry (Å):
S  -3.15  -0.67  -0.66  -0.16
C  -2.38  -0.02  0.88  -0.39
O  -1.20  0.68  0.60  -0.39
C  -0.07  -0.01  0.86  -0.29
N  1.11  0.89  0.65  -0.16
C  1.97  0.41  -0.48  -0.61
C  0.94  -0.43  -1.35  -0.57
S  0.22  -1.50  -0.18  -0.01
H  -4.25  0.06  -0.77  0.15
H  -2.08  -0.89  1.49  0.38
H  -3.16  0.70  1.35  0.34
H  -0.07  -0.47  1.84  0.46
H  1.76  0.81  1.54  0.42
H  0.84  1.94  0.52  0.43
H  2.69  -0.48  -0.16  0.33
H  2.51  1.14  -1.18  0.34
H  0.06  0.02  -1.88  0.33
H  1.57  -1.06  -2.07  0.42

- SMILES = SCO[C@@H]1[NH2+]CCS1
- energy above the lowest of the compared OMol25 structures with the same formula, charge and spin (eV) = 1.344
- E_tot (Ha) = -1084.45801
- total charge = +1
- HOMO-LUMO gap (eV) = 9.1
- LUMO (eV) = -3.622



2.
Computed, not measured: 10 unconnected molecules or ions with the total composition C29H52BrF2N19O13 at a distorted geometry, with the ωB97M-V functional and the def2-TZVPD basis.

Last column: Mulliken charge in e.
Geometry (Å):
C  -5.89  7.37  4.71  -1.23
C  -4.40  7.68  4.23  0.64
C  -4.08  9.18  3.89  -0.46
C  -2.65  9.60  3.44  -0.58
C  -1.57  8.49  3.28  -0.46
C  -1.88  7.00  3.61  0.15
C  -0.65  5.97  3.37  -0.30
N  -0.92  4.62  3.94  0.10
C  -1.64  3.68  3.03  0.26
O  -2.83  3.33  3.08  -0.56
C  -0.44  3.24  2.06  0.01
C  -0.39  2.81  0.59  0.44
F  -1.58  2.71  -0.17  -0.33
C  1.04  2.50  0.01  0.43
C  1.10  2.10  -1.56  -0.66
C  0.45  3.37  -2.34  -0.36
F  0.72  4.63  -1.65  -0.29
C  2.34  2.58  0.90  -0.23
Br  4.13  2.14  0.11  -0.18
C  2.25  3.01  2.41  0.34
C  3.51  3.13  3.38  -0.74
C  3.81  1.68  4.05  0.48
O  3.43  1.44  5.22  -0.48
O  4.52  0.66  3.34  -0.44
C  0.84  3.35  2.94  0.53
C  0.31  3.85  4.35  -0.20
O  0.72  3.66  5.51  -0.56
C  -3.29  6.58  4.08  -0.27
H  -5.91  6.36  5.23  0.33
H  -6.65  7.41  3.84  0.22
H  -6.18  8.22  5.44  0.35
H  -4.91  9.96  4.00  0.28
H  -2.38  10.68  3.17  0.30
H  -0.51  8.77  2.93  0.24
H  -0.49  5.96  2.23  0.30
H  0.30  6.46  3.80  0.42
H  0.48  1.16  -1.78  0.30
H  2.18  2.04  -1.92  0.39
H  -0.69  3.26  -2.41  0.27
H  0.84  3.47  -3.41  0.31
H  4.47  3.41  2.81  0.45
H  3.35  3.84  4.25  0.34
H  5.48  0.72  3.53  0.34
H  -3.54  5.50  4.32  0.21
N  1.09  -2.60  -2.06  -0.19
C  0.46  -1.67  -2.81  0.51
N  -0.33  -2.17  -3.80  -0.38
O  0.60  -0.47  -2.62  -0.69
H  0.99  -3.60  -2.20  0.15
H  1.68  -2.27  -1.32  0.17
H  -0.81  -1.51  -4.38  0.19
H  -0.45  -3.15  -3.97  0.32
N  1.04  -4.84  -5.01  -0.19
C  1.69  -5.69  -4.18  0.60
N  2.09  -6.84  -4.76  -0.37
O  1.88  -5.44  -2.99  -0.67
H  0.87  -5.03  -5.98  0.10
H  0.72  -3.97  -4.61  -0.08
H  2.58  -7.51  -4.18  0.24
H  1.94  -7.06  -5.73  0.16
N  1.43  -7.46  -0.24  -0.22
C  1.41  -8.64  -0.91  0.51
N  0.87  -9.67  -0.23  -0.36
O  1.85  -8.75  -2.05  -0.67
H  1.07  -7.34  0.69  0.13
H  1.83  -6.67  -0.72  0.18
H  0.83  -10.56  -0.69  0.22
H  0.50  -9.59  0.70  0.16
N  3.72  -6.06  1.81  -0.27
C  4.45  -6.74  2.73  0.61
N  5.37  -5.99  3.39  -0.39
O  4.30  -7.94  2.94  -0.65
H  3.83  -5.08  1.62  0.15
H  3.03  -6.59  1.29  0.29
H  5.93  -6.46  4.08  0.23
H  5.51  -5.01  3.23  0.15
N  -0.75  -9.22  -4.13  -0.32
C  -1.37  -8.28  -4.89  0.57
N  -2.15  -8.78  -5.88  -0.42
O  -1.23  -7.08  -4.70  -0.63
H  -0.85  -10.21  -4.27  0.15
H  -0.15  -8.88  -3.39  0.22
H  -2.63  -8.12  -6.47  0.24
H  -2.27  -9.76  -6.06  0.15
N  3.49  -4.17  -9.54  -0.40
C  2.50  -4.00  -8.64  0.68
N  2.86  -3.34  -7.51  -0.33
O  1.36  -4.42  -8.82  -0.65
H  4.43  -3.83  -9.42  0.16
H  3.26  -4.66  -10.39  0.23
H  2.14  -3.19  -6.82  0.17
H  3.78  -2.98  -7.34  0.16
N  1.75  8.97  -0.58  -0.37
C  1.74  9.37  0.72  0.68
N  1.84  10.71  0.90  -0.40
O  1.64  8.58  1.65  -0.63
H  1.83  9.59  -1.36  0.15
H  1.67  7.98  -0.75  0.21
H  1.84  11.04  1.85  0.23
H  1.92  11.37  0.15  0.15
N  -7.15  4.72  2.31  -0.30
C  -8.28  5.48  2.27  0.68
N  -9.13  5.17  1.26  -0.41
O  -8.50  6.38  3.07  -0.65
H  -6.95  3.98  1.66  0.16
H  -6.49  4.92  3.04  0.15
H  -9.98  5.72  1.20  0.22
H  -8.97  4.44  0.59  0.16
N  0.08  -5.35  4.24  -0.39
C  -0.59  -5.78  3.14  0.66
N  -1.67  -5.03  2.81  -0.39
O  -0.25  -6.76  2.50  -0.69
H  -0.19  -4.55  4.78  0.17
H  0.88  -5.89  4.53  0.22
H  -2.19  -5.31  1.99  0.22
H  -1.96  -4.22  3.32  0.16

- SMILES = Cc1cccc(CN2C(=O)c3c(F)c(CCF)c(Br)c(CC(=O)O)c3C2=O)c1.NC(N)=O.NC(N)=O.NC(N)=O.NC(N)=O.NC(N)=O.NC(N)=O.NC(N)=O.NC(N)=O.NC(N)=O
- E_tot (Ha) = -5928.50388
- total charge = 0
- HOMO-LUMO gap (eV) = 7.1
- LUMO (eV) = -0.696



3.
Computed, not measured: 8 unconnected molecules or ions with the total composition C26H58N3O8PS7, with the ωB97M-V functional and the def2-TZVPD basis.

Last column: Mulliken charge in e.
Geometry (Å):
C  -3.52  -1.09  -1.88  -0.89
C  -2.19  -1.78  -2.24  -0.37
C  -0.99  -1.19  -1.46  0.92
C  -0.34  -2.14  -0.43  -0.88
N  -0.78  -1.89  0.94  -0.22
C  -0.33  -0.74  1.58  0.70
C  0.81  0.00  1.10  -1.03
N  1.27  1.05  1.68  -0.54
C  0.62  1.44  2.82  0.10
C  1.12  2.54  3.55  -0.67
C  0.50  2.94  4.70  -0.51
C  -0.65  2.25  5.16  0.48
P  -1.45  2.69  6.69  0.34
O  -1.04  1.92  7.89  -0.64
C  -1.15  1.18  4.46  -0.43
C  -0.51  0.75  3.28  0.27
N  -0.99  -0.35  2.63  -0.67
H  -4.23  -1.80  -1.46  0.14
H  -3.36  -0.29  -1.16  0.22
H  -4.01  -0.68  -2.76  0.33
H  -2.29  -2.85  -2.10  0.12
H  -1.99  -1.63  -3.30  0.36
H  -0.22  -0.90  -2.17  -0.13
H  -1.32  -0.31  -0.91  -0.22
H  0.74  -2.11  -0.51  -0.14
H  -0.62  -3.16  -0.67  0.64
H  -1.79  -1.84  0.98  0.34
H  1.32  -0.34  0.21  0.96
H  2.00  3.06  3.22  0.47
H  0.90  3.77  5.27  0.44
H  -1.26  4.07  6.83  0.05
H  -2.82  2.53  6.39  0.05
H  -2.02  0.65  4.80  0.43
C  -1.96  4.04  0.65  -0.62
S  -2.46  3.29  -0.90  0.35
O  -3.05  1.97  -0.58  -0.57
C  -0.80  2.97  -1.49  -0.54
H  -2.86  4.27  1.21  0.37
H  -1.35  3.33  1.22  -0.09
H  -1.40  4.95  0.45  0.40
H  -0.27  2.35  -0.76  -0.02
H  -0.26  3.91  -1.64  0.45
H  -0.87  2.45  -2.44  0.22
C  5.77  -2.42  -0.62  -1.00
S  4.01  -2.11  -0.50  0.47
O  3.75  -0.81  -1.18  -0.59
C  3.96  -1.76  1.26  -0.59
H  6.01  -2.60  -1.66  0.36
H  6.32  -1.55  -0.26  0.27
H  6.02  -3.31  -0.03  0.38
H  4.61  -0.92  1.48  0.31
H  4.25  -2.64  1.83  0.44
H  2.93  -1.50  1.50  -0.04
C  -4.57  -6.14  -4.76  -0.66
S  -3.12  -5.10  -4.95  0.39
O  -2.79  -4.58  -3.59  -0.54
C  -3.95  -3.77  -5.82  -0.69
H  -4.27  -7.02  -4.19  0.33
H  -5.34  -5.59  -4.23  -0.03
H  -4.93  -6.44  -5.75  0.39
H  -4.75  -3.37  -5.20  0.09
H  -4.33  -4.14  -6.77  0.40
H  -3.21  -2.98  -6.01  0.31
C  5.73  3.85  0.96  -1.04
S  4.78  4.12  2.46  0.74
O  4.38  5.55  2.47  -0.70
C  6.16  3.94  3.60  -1.05
H  5.05  3.95  0.12  0.31
H  6.52  4.59  0.90  0.37
H  6.14  2.84  0.98  0.33
H  6.92  4.68  3.36  0.38
H  6.55  2.93  3.53  0.34
H  5.77  4.12  4.60  0.30
C  1.33  1.39  -4.84  -0.51
S  2.47  2.64  -4.23  0.57
O  1.64  3.77  -3.73  -0.62
C  3.10  3.13  -5.84  -0.96
H  0.80  0.98  -3.98  -0.19
H  0.63  1.84  -5.54  0.35
H  1.90  0.59  -5.32  0.41
H  2.27  3.47  -6.46  0.29
H  3.61  2.29  -6.29  0.36
H  3.80  3.95  -5.68  0.32
C  4.19  -2.19  5.62  -1.06
S  3.62  -0.66  4.87  0.78
O  4.75  -0.12  4.07  -0.65
C  3.54  0.29  6.39  -1.06
H  4.34  -2.92  4.82  0.27
H  5.13  -2.01  6.14  0.34
H  3.43  -2.56  6.31  0.37
H  4.52  0.31  6.86  0.37
H  2.79  -0.15  7.05  0.41
H  3.23  1.30  6.12  0.25
C  -8.16  -3.90  -3.33  -0.82
S  -8.29  -2.15  -3.73  0.46
O  -7.10  -1.81  -4.55  -0.58
C  -7.97  -1.55  -2.07  -0.72
H  -8.28  -4.46  -4.26  0.31
H  -7.17  -4.09  -2.90  0.16
H  -8.94  -4.17  -2.63  0.40
H  -6.99  -1.92  -1.74  0.10
H  -8.76  -1.89  -1.40  0.38
H  -7.96  -0.46  -2.11  0.33

- energy above the lowest of the compared OMol25 structures with the same formula, charge and spin (eV) = 0.000
- E_tot (Ha) = -4920.12697
- total charge = 0
- HOMO-LUMO gap (eV) = 8.2
- LUMO (eV) = -0.100



What is the formula in the second record? C29H52BrF2N19O13



What is the formula in the third record? C26H58N3O8PS7



Please write out number 1 again, unchanged.
Computed, not measured: a gas-phase ion, C4H10NOS2 (charge +1) at a distorted geometry, with the ωB97M-V functional and the def2-TZVPD basis.

Last column: Mulliken charge in e.
Geometry (Å):
S  -3.15  -0.67  -0.66  -0.16
C  -2.38  -0.02  0.88  -0.39
O  -1.20  0.68  0.60  -0.39
C  -0.07  -0.01  0.86  -0.29
N  1.11  0.89  0.65  -0.16
C  1.97  0.41  -0.48  -0.61
C  0.94  -0.43  -1.35  -0.57
S  0.22  -1.50  -0.18  -0.01
H  -4.25  0.06  -0.77  0.15
H  -2.08  -0.89  1.49  0.38
H  -3.16  0.70  1.35  0.34
H  -0.07  -0.47  1.84  0.46
H  1.76  0.81  1.54  0.42
H  0.84  1.94  0.52  0.43
H  2.69  -0.48  -0.16  0.33
H  2.51  1.14  -1.18  0.34
H  0.06  0.02  -1.88  0.33
H  1.57  -1.06  -2.07  0.42

- SMILES = SCO[C@@H]1[NH2+]CCS1
- energy above the lowest of the compared OMol25 structures with the same formula, charge and spin (eV) = 1.344
- E_tot (Ha) = -1084.45801
- total charge = +1
- HOMO-LUMO gap (eV) = 9.1
- LUMO (eV) = -3.622